Entry 1:
Entry from the Open Molecules 2025 dataset: a structure of composition C16H25IN5RhS (ωB97M-V/def2-TZVPD).

Each line ends with the Mulliken spin population.
Element x y z (Å)
Rh1 0.12745 0.46193 0.22394  2.6073
N1 -1.51177 -0.02405 -1.22619  0.1220
C1 -2.32476 -1.17687 -0.77034  -0.0116
C2 -2.49415 -1.15210 0.73656  -0.0037
N2 -1.20508 -1.01081 1.44682  0.1547
C3 -0.45340 -2.26015 1.68816  0.0001
C4 0.46915 -2.60819 0.53296  -0.0155
N3 1.31716 -1.44611 0.20154  0.1251
H1 -1.08952 -0.25422 -2.13179  -0.0085
H2 -2.10488 0.78688 -1.37993  0.0054
H3 -3.30749 -1.17866 -1.24403  0.0050
H4 -1.81739 -2.08155 -1.09869  -0.0001
H5 -3.10896 -0.29411 1.01683  -0.0031
H6 -3.02593 -2.05077 1.06179  0.0019
H7 -1.39599 -0.58367 2.34465  -0.0149
H8 0.14806 -2.10341 2.58582  -0.0004
H9 -1.13181 -3.09292 1.89177  0.0039
H10 1.07557 -3.47380 0.80492  0.0078
H11 -0.08214 -2.87592 -0.36575  0.0025
H12 2.08962 -1.37091 0.85728  0.0028
H13 1.72113 -1.57130 -0.72934  -0.0097
I1 2.96303 1.53778 1.16884  0.0986
C5 1.89346 2.32134 2.76033  0.1032
C6 2.61971 2.75676 3.86674  0.0239
C7 1.97676 3.40227 4.91247  0.0242
C8 0.61515 3.64686 4.83729  0.1537
C9 -0.12370 3.22800 3.72138  -0.0038
C10 -1.49171 3.54954 3.61786  0.2239
C11 -2.22477 3.19315 2.48785  0.0519
C12 -1.61028 2.48201 1.47741  0.0104
C13 -0.27175 2.02443 1.56747  0.4517
C14 0.50600 2.50288 2.66390  -0.0864
H14 3.68918 2.60071 3.90719  -0.0045
H15 2.54391 3.72944 5.77287  0.0028
H16 0.11114 4.16960 5.64048  0.0034
H17 -1.96080 4.11416 4.41422  0.0000
H18 -3.26481 3.47924 2.40665  0.0042
H19 -2.19869 2.23321 0.60065  -0.0315
C15 1.30948 -1.51956 -7.00690  0.0000
N4 1.03064 -1.14839 -5.62754  0.0003
C16 1.17487 -1.95467 -4.58331  0.0012
N5 1.60870 -3.19683 -4.79797  0.0003
S1 0.80267 -1.42150 -3.00213  0.0015
H20 1.07809 -0.67335 -7.64563  0.0000
H21 0.68700 -2.36006 -7.31788  0.0000
H22 2.36328 -1.76987 -7.14129  0.0000
H23 0.72188 -0.21424 -5.42120  -0.0001
H24 1.85284 -3.53617 -5.71331  0.0000
H25 1.70386 -3.81601 -4.01343  0.0001

Summary:
Energy above the lowest of the compared OMol25 structures with the same formula, charge and spin: 10.6 kcal/mol
<S²>: 6.038
2S+1: 5
Charge: +2
Maximum force: 0.14 eV/A
Electronic energy: -1704.32337 Ha

Entry 2:
Entry from the Open Molecules 2025 dataset: the ion C16H25N2O with charge +1 (ωB97M-V/def2-TZVPD).

Each line ends with the Löwdin charge.
Element x y z (Å)
C1 -3.82385 -1.39324 1.20456  -0.0616
C2 -3.82421 -0.48490 2.43143  -0.2326
H1 -4.84489 -0.38719 2.80936  0.1290
H2 -3.19833 -0.90041 3.22931  0.1219
O1 -3.43340 0.84251 2.13100  -0.0397
C3 -2.12452 1.17925 2.06461  -0.2604
C4 -1.86505 2.54101 1.88031  0.0034
C5 -0.56786 3.00169 1.81503  -0.0674
C6 0.49528 2.11744 1.91220  -0.0732
C7 0.25442 0.76014 2.07612  -0.2374
C8 -1.05255 0.29462 2.14989  0.0092
H3 -1.21513 -0.76175 2.30094  0.1103
C9 1.41246 -0.20927 2.09879  -0.1492
N1 2.14639 -0.27419 0.84035  -0.0117
H4 2.60428 0.61014 0.65560  0.1121
C10 1.42035 -0.76204 -0.29426  -0.2813
C11 2.37755 -1.17521 -1.42705  -0.2521
H5 3.20343 -1.74122 -0.99746  0.1568
C12 1.60544 -2.02429 -2.43746  -0.1004
H6 2.23658 -2.22175 -3.30340  0.1274
H7 1.33723 -2.98513 -2.00159  0.1289
C13 0.34114 -1.25644 -2.84571  -0.0822
N2 0.47168 0.15520 -2.40355  -0.0961
H8 -0.30303 0.69506 -2.79653  0.1983
C14 0.40277 0.23985 -0.92303  -0.0365
H9 -0.61646 0.03009 -0.59624  0.1344
H10 0.64433 1.26036 -0.61730  0.1364
C15 1.74911 0.73059 -2.89407  -0.0790
H11 1.81171 0.54939 -3.96840  0.1414
H12 1.73349 1.80946 -2.73104  0.1419
C16 2.91047 0.06565 -2.14486  -0.0972
H13 3.35575 0.74876 -1.42369  0.1189
H14 3.69432 -0.21948 -2.84494  0.1299
H15 -0.54951 -1.67527 -2.37455  0.1410
H16 0.19567 -1.27553 -3.92699  0.1403
H17 0.88576 -1.65495 0.04691  0.1598
H18 2.13217 0.08376 2.86588  0.1317
H19 1.06262 -1.21787 2.33067  0.1229
H20 1.51094 2.48573 1.88185  0.1140
H21 -0.38108 4.05822 1.69800  0.1105
H22 -2.70333 3.21532 1.81694  0.1224
H23 -2.81701 -1.53776 0.81713  0.0527
H24 -4.23582 -2.36167 1.47226  0.0816
H25 -4.43930 -0.95470 0.42296  0.0808

Summary:
SMILES: CCOc1cccc(CN[C@H]2C[N@H+]3CC[C@@H]2CC3)c1
Energy above the lowest of the compared OMol25 structures with the same formula, charge and spin: 5.6 kcal/mol
Charge: +1
Maximum force: 0.99 eV/A
Electronic energy: -809.19598 Ha

Entry 3:
Entry from the Open Molecules 2025 dataset: an isolated molecule of C16H25N3O2 (ωB97M-V/def2-TZVPD).

Each line ends with the Löwdin charge.
Element x y z (Å)
C1 -3.20101 1.70140 -2.39213  -0.1054
C2 -1.76993 2.21088 -2.27746  -0.2665
C3 -0.79803 1.32995 -3.06005  -0.1913
C4 0.64336 1.84861 -3.02667  -0.1856
N1 1.21280 1.82724 -1.69898  0.0786
C5 1.91176 0.73942 -1.26405  -0.5417
O1 2.38223 -0.08077 -2.03222  0.0427
N2 2.12712 0.66240 0.08956  -0.0474
C6 1.37890 1.37516 1.10280  -0.1154
H1 0.41316 1.68461 0.69369  0.1107
C7 1.10007 0.43278 2.29327  -0.1291
N3 0.91982 -0.92267 1.80933  -0.1042
C8 -0.22776 -1.13471 1.02645  -0.1600
C9 -0.18837 -1.60078 -0.28767  -0.0140
C10 -1.34703 -1.81826 -1.01021  -0.0949
C11 -2.58358 -1.55804 -0.44854  -0.1038
C12 -2.64725 -1.10295 0.85610  -0.0061
C13 -1.49418 -0.90769 1.59884  -0.2225
O2 -1.64486 -0.45745 2.90365  -0.1295
C14 -1.27884 -1.40302 3.88874  -0.0783
H2 -0.23718 -1.71616 3.77789  0.0838
H3 -1.92618 -2.28527 3.83823  0.0959
H4 -1.41566 -0.90778 4.84871  0.0916
H5 -3.59632 -0.90216 1.32995  0.1197
H6 -3.49039 -1.72192 -1.01110  0.1021
H7 -1.27542 -2.18223 -2.02473  0.1084
H8 0.75784 -1.76817 -0.77702  0.1043
C15 2.19591 -1.44691 1.36024  -0.1313
H9 2.75634 -1.74613 2.25485  0.1201
C16 3.00201 -0.37761 0.58665  -0.1125
H10 3.50650 -0.81354 -0.27575  0.1194
H11 3.75057 0.08343 1.24131  0.1225
H12 2.03003 -2.33944 0.75995  0.1163
H13 1.93979 0.42673 2.99284  0.1264
H14 0.20756 0.76723 2.82139  0.1184
H15 1.92288 2.26909 1.44101  0.1265
H16 0.80720 2.45971 -1.03170  0.1103
H17 1.27819 1.20997 -3.64424  0.1161
H18 0.68674 2.87387 -3.40640  0.1194
H19 -1.12004 1.27719 -4.10176  0.1152
H20 -0.81620 0.31925 -2.64769  0.0957
H21 -1.71454 3.23609 -2.65322  0.1077
H22 -1.48939 2.22364 -1.22123  0.0948
H23 -3.88166 2.34116 -1.83509  0.0698
H24 -3.51809 1.68431 -3.43252  0.0725
H25 -3.27141 0.69284 -1.99187  0.0503

Summary:
SMILES: CCCCNC(=O)N1CCN(c2ccccc2OC)CC1
Energy above the lowest of the compared OMol25 structures with the same formula, charge and spin: 13.4 kcal/mol
Charge: 0
Maximum force: 0.66 eV/A
Electronic energy: -939.43419 Ha

Entry 4:
Entry from the Open Molecules 2025 dataset: a cluster of 2 separate species, C16H25N6O10P in total at a distorted geometry (ωB97M-V/def2-TZVPD).

Each line ends with the Löwdin charge.
Element x y z (Å)
O1 -6.63291 0.37498 -1.11406  0.0290
O2 -3.24004 2.81504 -2.70075  0.0441
O3 1.91411 -3.74742 -3.32435  -0.2482
N1 4.04367 1.46516 4.59879  0.1478
N2 0.35935 1.39861 2.87779  0.0680
N3 1.83973 2.38704 4.45234  0.1511
O4 3.05789 -1.66317 1.31121  -0.0239
O5 6.26933 -0.01377 1.61153  -0.0088
O6 4.38481 0.89450 0.02601  -0.0053
O7 -2.40137 0.82307 0.86391  -0.0752
O8 -0.01739 -4.09499 -1.71136  -0.0528
O9 0.91429 -1.80702 -2.37414  -0.0879
O10 2.30002 -3.43298 -0.80802  -0.1428
C1 -5.64009 -0.33796 -1.03791  -0.5365
C2 -4.21066 2.34503 -2.11176  -0.4521
C3 4.62073 0.47736 3.95986  -0.0929
C4 0.65623 2.29048 3.84091  -0.1905
C5 1.32100 0.53698 2.52023  -0.0466
C6 2.77311 1.52845 4.07204  -0.3292
C7 2.57579 0.57591 3.10628  -0.1339
N4 -5.44718 2.44181 -2.60982  0.0249
N5 3.78385 -0.10830 3.01145  0.0672
N6 -4.40112 0.13813 -0.93030  0.1221
C8 -5.78461 -1.84088 -1.06082  0.0063
C9 -5.79686 3.11117 -3.86064  -0.0534
C10 3.46679 -2.60177 -0.91127  -0.1447
C11 4.14781 -1.27138 2.16439  -0.1695
C12 3.32275 -1.32295 -0.06250  -0.2307
C13 5.32122 -1.00536 1.20098  -0.2253
C14 4.62856 -0.52338 -0.06452  -0.2426
C15 -2.59789 1.67558 -0.25572  -0.2025
C16 -4.03537 1.55815 -0.79685  -0.1725
P1 1.29642 -3.29724 -2.06923  0.3000
H1 5.89064 0.86116 1.37820  0.1046
H2 3.88036 1.22400 -0.74038  0.1247
H3 -1.63023 1.12568 1.36354  0.0530
H4 -0.20960 -3.78149 -0.82148  0.0869
H5 0.59682 -1.92917 -3.28069  0.0997
H6 5.64105 0.15573 4.14945  0.1396
H7 -0.12202 2.98588 4.14243  0.1070
H8 1.10499 -0.19935 1.75331  0.1088
H9 -6.18131 1.95736 -2.10087  0.0977
H10 -3.65595 -0.52443 -0.79103  0.1421
H11 -6.83768 -2.09318 -1.18006  0.0858
H12 -5.21483 -2.24624 -1.89417  0.0827
H13 -5.41545 -2.25092 -0.12283  0.0840
H14 -5.63489 4.18606 -3.76188  0.0843
H15 -6.84373 2.92194 -4.10220  0.0845
H16 -5.16803 2.73364 -4.66945  0.0840
H17 4.32375 -3.17892 -0.54889  0.1435
H18 3.69014 -2.32789 -1.95027  0.1331
H19 4.40672 -2.10438 2.82606  0.1676
H20 2.50719 -0.71457 -0.46577  0.1518
H21 5.83860 -1.95232 1.01513  0.1672
H22 5.23697 -0.73288 -0.95157  0.1661
H23 -1.88741 1.39585 -1.03588  0.1194
H24 -2.40958 2.71063 0.03402  0.1319
H25 -4.69852 2.00895 -0.05840  0.1574

Summary:
SMILES: O=P(O)(O)OC[C@H]1O[C@H](n2cnc3ncncc32)[C@H](O)[C@@H]1O.CNC(=O)[C@H](CO)NC(C)=O
Charge: 0
Maximum force: 4.03 eV/A
Electronic energy: -2047.13115 Ha

Entry 5:
Entry from the Open Molecules 2025 dataset: a structure of composition C16H25N6O6S3Y (ωB97M-V/def2-TZVPD).

Each line ends with the Löwdin charge.
Element x y z (Å)
Y1 -1.15930 0.02377 -0.95692  1.4505
C1 -2.63133 -3.24914 2.35116  -0.0043
C2 -1.87227 -2.21675 1.58450  -0.2383
N1 -2.37677 -1.24305 0.93444  -0.0311
N2 -3.79209 -1.14826 0.92061  -0.0329
C3 -4.31594 -1.34999 -0.35351  -0.8739
N3 -5.62970 -1.11812 -0.42520  0.1141
S1 -3.40010 -1.83522 -1.65512  0.7395
C4 -0.38698 -2.31077 1.50206  -0.2141
C5 0.33213 -3.21342 2.26678  -0.0039
C6 1.71306 -3.25488 2.11869  -0.0418
C7 2.31325 -2.40900 1.21074  -0.0167
C8 1.51421 -1.54094 0.47249  -0.1000
N4 0.19784 -1.48845 0.62457  0.0513
H1 -3.69819 -3.06617 2.29176  0.0727
H2 -2.32213 -3.23985 3.39719  0.0917
H3 -2.40691 -4.23682 1.94626  0.1027
H4 -4.01445 -0.19900 1.22018  0.1261
H5 -6.18067 -0.93767 0.39668  0.1131
H6 -6.08095 -1.20964 -1.31808  0.1021
H7 -0.16688 -3.87461 2.95981  0.1075
H8 2.30045 -3.94978 2.70463  0.1117
H9 3.38124 -2.40408 1.04361  0.1090
H10 1.93540 -0.87884 -0.27150  0.0559
O1 1.25514 -1.04637 -4.07243  -0.2915
S2 0.38463 -0.79099 -2.96529  0.2698
O2 -0.91913 -0.11774 -3.29398  -0.4389
O3 0.98025 0.17710 -1.94061  -0.4844
O4 -0.01361 -1.96308 -2.13941  -0.4157
C9 1.23100 3.01036 -1.03400  0.0006
C10 0.90134 2.47400 0.31151  -0.3540
N5 0.03850 1.51974 0.61234  0.0222
C11 0.08051 1.36448 1.98270  -0.1338
C12 0.97749 2.22809 2.51756  -0.0815
N6 1.48606 2.92519 1.44289  0.1076
H11 0.33529 3.03560 -1.64999  0.0730
H12 1.95978 2.36566 -1.52252  0.0508
H13 1.64194 4.01685 -0.94477  0.0856
H14 -0.54117 0.64308 2.48561  0.0976
H15 1.29024 2.41196 3.52904  0.1069
H16 2.19816 3.63318 1.47122  0.1580
C13 -3.64017 3.51567 -0.63981  0.0089
C14 -2.80115 2.27193 -0.76163  -0.6867
O5 -1.85082 2.22602 -1.57715  -0.0819
O6 -3.07619 1.26671 -0.03410  -0.1387
H17 -3.18468 4.34011 -1.18095  0.0812
H18 -3.77272 3.76943 0.41111  0.0816
H19 -4.62703 3.31354 -1.05858  0.0856
C15 6.04035 0.62562 -0.63251  -0.4373
S3 4.25758 0.54596 -0.88625  0.7462
C16 4.23920 0.21611 -2.65829  -0.3886
H20 6.51362 -0.31805 -0.90307  0.0319
H21 6.22168 0.81997 0.42357  0.0224
H22 6.48007 1.43152 -1.21979  0.0317
H23 4.71041 1.03667 -3.19836  0.0396
H24 3.19780 0.12083 -2.95872  -0.0025
H25 4.75274 -0.71846 -2.88113  0.0434

Summary:
Energy above the lowest of the compared OMol25 structures with the same formula, charge and spin: 0.0 kcal/mol
Charge: 0
Maximum force: 0.13 eV/A
Electronic energy: -2637.83972 Ha